P | 11
Properties=species:S:1:pos:R:3:mulliken_charge:R:1 method="wB97M-V/def2-TZVPD" homo_ev=-9.6 total_charge=0 homo_lumo_gap_ha=0.28354
C -1.824 -0.336 -0.086 -0.0861
C -1.309 0.913 0.271 -0.7153
C 0.133 0.554 0.016 0.7302
C 2.123 0.040 -0.024 0.0366
C 0.299 -0.877 -0.023 0.5857
H -2.887 -0.559 -0.242 0.3779
H -1.869 1.685 -0.043 0.3690
H 3.240 -0.124 0.513 0.2969
N 1.254 1.194 -0.300 -0.5913
N 1.659 -1.143 0.056 -0.4635
N -0.818 -1.347 -0.139 -0.5402

=====

Q | 11
Properties=species:S:1:pos:R:3:mulliken_charge:R:1 method="wB97M-V/def2-TZVPD" homo_ev=-10.4 total_charge=0 homo_lumo_gap_ha=0.36264
C -2.490 -0.132 -0.025 0.2258
C -1.038 -0.187 0.289 0.5172
C 0.675 1.172 -0.090 -0.2281
C 1.469 0.144 -0.231 -0.3151
C 0.944 -1.117 0.114 -0.0660
H 0.989 2.306 -0.067 0.3021
H 2.397 0.222 -0.567 0.4988
H 1.686 -1.969 0.294 0.3560
N -3.657 0.024 -0.192 -0.4279
N -0.581 0.907 0.453 -0.3632
N -0.393 -1.370 0.021 -0.4995

=====

Referenced to the most stable arrangement, the calculated values in kJ/mol are P 207.9; Q 0.0.